97
Properties=species:S:1:pos:R:3:forces:R:3:mulliken_charge:R:1 method="wB97M-V/def2-TZVPD" multiplicity=1 energy_ev=-137539.5616 homo_lumo_gap_ev=6.86 e_homo_ev=-5.01 charge=-1
Br -2.7808 6.5246 3.0617 0.024 0.073 0.048 -0.15
Cl -1.3660 0.9826 1.9679 0.123 -0.154 -0.046 -0.29
P -1.3446 3.0136 5.2794 -0.052 0.073 0.096 1.02
O 1.1230 2.6678 3.9817 0.026 -0.088 -0.002 0.08
O -1.1127 4.0764 3.9171 0.072 -0.013 0.001 -0.25
O 2.2510 0.7926 2.1050 0.025 0.019 -0.057 -0.09
O 1.4090 -6.1248 -6.7133 -0.003 -0.029 -0.050 -0.36
O 2.4872 -2.5551 -2.9391 0.035 -0.012 0.019 -0.29
O -2.7325 3.9339 5.7644 0.099 0.251 -0.085 -0.53
O -2.3907 2.0504 4.1956 0.035 -0.207 -0.083 -0.60
N 1.4151 -5.1511 -2.1564 -0.017 0.044 -0.023 -0.70
N -1.7173 1.8930 6.5737 0.089 -0.081 0.001 -0.44
N 0.2341 -8.6321 -7.6721 0.023 0.012 0.028 -0.73
C 2.2525 -4.9922 -3.3454 -0.030 -0.078 -0.001 0.98
C 1.7717 -0.4006 0.1118 0.035 0.029 -0.032 -0.56
C -1.8160 2.3827 7.9376 -0.024 0.090 -0.007 -0.47
C 0.0427 -6.4332 -6.5053 0.014 0.034 0.010 -0.72
C 2.2429 -3.5634 -3.8978 -0.049 0.013 -0.024 -0.61
C -5.4399 4.7377 1.8039 -0.037 0.041 0.016 -1.59
C 0.1945 4.7863 -1.6916 0.011 0.011 -0.070 -1.47
C -1.2691 3.7505 0.1636 -0.033 0.104 -0.127 -0.47
C 2.4342 2.1834 4.0354 -0.002 -0.029 0.086 -0.86
C 1.6724 -5.0803 -7.6278 0.009 0.049 0.048 -0.77
C 2.6387 0.7946 3.4575 -0.026 0.012 -0.037 -0.62
C -3.0699 4.6167 2.6598 0.037 -0.166 0.105 -0.86
C 0.1166 5.2146 1.6906 -0.101 0.011 0.017 -2.05
C -3.9759 4.5229 1.4369 -0.026 -0.039 -0.034 -0.25
C -0.5540 -7.4087 -7.5246 -0.027 -0.056 0.019 0.36
C 2.3805 -0.4703 1.4956 -0.024 -0.016 0.152 -0.38
C -0.7927 -6.7999 -8.9011 0.022 0.002 -0.002 -1.44
C 3.6476 -5.5297 -3.0480 -0.005 0.017 0.019 -1.57
C -3.2555 2.4338 8.4460 0.033 -0.042 0.028 -1.26
C -0.1548 3.5362 -0.8774 0.021 -0.081 0.057 -0.67
C -2.3265 2.3213 2.8990 -0.069 0.415 0.227 0.22
C -1.7475 3.7871 2.7222 -0.127 -0.106 -0.239 0.25
C -0.7189 3.9384 1.5788 0.047 -0.012 0.084 0.76
C 0.2206 1.9904 4.8522 0.020 0.056 0.056 -1.58
C 3.8441 -2.2626 -2.6822 0.023 0.032 -0.005 -0.78
H 3.4453 -0.7541 1.4509 -0.021 0.034 -0.038 0.29
H 4.3387 -5.3156 -3.8655 -0.002 -0.006 -0.004 0.34
H -1.4330 -7.4556 -9.4898 0.013 -0.006 -0.004 0.35
H -5.8089 3.9187 2.4256 0.024 0.011 -0.004 0.35
H 2.0594 0.5421 -0.3575 0.056 -0.049 -0.044 0.24
H 2.0651 0.0441 4.0189 -0.027 0.040 -0.023 0.38
H -3.6521 1.4242 8.5816 -0.012 0.012 -0.040 0.32
H -1.2254 1.7336 8.5957 0.013 0.032 0.017 0.39
H -2.5251 4.8516 5.5357 -0.057 -0.234 0.063 0.22
H 0.4982 5.3125 2.7043 0.016 0.013 0.017 0.36
H -3.6685 5.2506 0.6851 -0.012 -0.026 0.036 0.32
H 0.4508 -4.9260 -2.3777 -0.001 -0.018 0.001 0.28
H -5.5613 5.6634 2.3695 -0.002 0.006 -0.029 0.31
H -3.2974 2.1983 2.4216 0.015 -0.075 -0.025 0.80
H -3.8553 3.5366 0.9807 -0.038 0.070 0.006 0.31
H 4.0511 -5.0910 -2.1341 0.005 0.006 -0.009 0.33
H 3.7070 0.5325 3.5477 -0.034 0.004 0.036 0.43
H 0.1450 -6.6853 -9.4465 0.000 0.008 0.007 0.29
H -0.5028 3.8820 6.0401 0.023 0.055 0.000 -0.12
H 2.6253 -4.6346 -7.3432 0.002 0.004 -0.015 0.28
H -0.0013 -6.8993 -5.5176 0.012 0.007 0.008 0.38
H 2.9519 -3.4716 -4.7331 0.000 -0.018 0.003 0.35
H 1.6992 -4.4643 -1.4634 0.003 -0.019 0.006 0.30
H -0.4420 4.8757 -2.5762 -0.034 0.028 0.061 0.37
H 1.7486 -5.4382 -8.6576 -0.012 -0.008 0.004 0.27
H 3.6056 -6.6084 -2.9014 -0.003 0.005 0.018 0.37
H -1.5266 -7.7027 -7.1144 -0.005 0.034 -0.007 0.39
H -1.9444 2.8939 0.1419 0.033 0.028 0.006 0.40
H 4.4461 -2.3332 -3.5953 -0.013 0.009 -0.008 0.39
H 0.6840 -0.4226 0.1584 -0.015 0.026 0.034 0.17
H -0.5478 -5.5075 -6.4684 -0.016 -0.015 -0.004 0.43
H 0.9637 5.1628 1.0024 0.021 -0.021 0.026 0.44
H -0.0223 0.9981 4.4513 -0.038 -0.003 0.001 0.26
H -1.1497 1.0604 6.5215 -0.097 0.001 -0.007 0.26
H 2.1171 -1.2272 -0.5126 -0.070 0.001 0.014 0.04
H 0.2778 -9.1269 -6.7877 -0.013 -0.009 -0.007 0.28
H -1.2679 -5.8202 -8.8277 -0.007 -0.002 -0.001 0.35
H -0.4536 2.7361 -1.5603 0.057 0.020 -0.018 0.44
H 1.2312 4.7705 -2.0376 -0.034 -0.035 -0.031 0.38
H -0.0322 3.1110 1.7705 0.047 0.026 -0.030 -0.02
H 0.7194 1.8648 5.8287 0.009 -0.019 -0.056 0.64
H 1.8742 -1.2295 2.1112 0.009 0.009 -0.064 0.26
H -1.3761 3.3866 8.0185 -0.030 -0.044 -0.016 0.26
H 4.2776 -2.9270 -1.9296 0.000 -0.008 -0.010 0.26
H 1.8182 -5.6138 -4.1359 0.047 0.021 -0.019 -0.15
H -1.8552 4.6315 -0.1276 0.061 -0.097 -0.010 0.15
H 0.8965 -4.3086 -7.5848 0.010 0.004 0.016 0.34
H 3.8885 -1.2408 -2.3078 0.006 -0.006 0.006 0.27
H -6.0688 4.8001 0.9131 0.010 -0.026 0.013 0.46
H -0.4612 6.1090 1.4476 0.016 -0.014 -0.022 0.38
H 0.0612 5.6936 -1.1016 0.036 -0.009 0.029 0.33
H 0.7387 3.1666 -0.3647 -0.042 0.015 0.027 0.18
H 2.7941 2.1618 5.0795 0.009 0.018 -0.062 0.40
H -3.8676 2.9527 7.7113 -0.004 0.030 0.007 0.25
H -3.6130 4.2897 3.5477 -0.051 0.035 -0.012 0.77
H 1.1922 -8.3760 -7.8918 -0.010 -0.004 -0.008 0.31
H 1.2417 -3.3538 -4.2848 0.001 0.007 0.001 0.21
H 3.0520 2.8904 3.4747 -0.034 0.000 -0.015 0.36
H -3.3193 2.9608 9.4047 0.010 -0.026 -0.012 0.35

---

30
Properties=species:S:1:pos:R:3:forces:R:3:nbo_charge:R:1 method="wB97M-V/def2-TZVPD" multiplicity=1 energy_ev=-85581.2485 homo_lumo_gap_ev="8.19 / 8.19" e_homo_ev="-12.50 / -12.50" charge=+1
Br -2.8510 1.8459 -0.4612 -0.203 0.113 -0.341 0.25
N 0.0086 0.9986 0.3473 -2.215 0.339 2.836 -0.19
N -1.7833 0.7170 0.5828 3.900 0.746 -0.793 -0.22
N -2.7177 -1.3484 0.1349 -1.204 -2.104 0.082 -0.17
N -1.6939 -0.5687 -0.0032 3.546 0.217 -2.156 0.05
C -0.5982 -0.8708 -0.7242 0.345 0.467 0.764 0.06
C -3.7130 -1.0560 1.1770 -2.307 -0.725 -0.242 -0.45
C 1.8595 -0.0088 -0.6359 -0.412 1.493 0.303 -0.22
C 2.7373 0.8976 -0.2052 -2.333 1.277 1.007 0.09
C 2.1378 2.1327 0.4878 0.942 1.547 -4.157 -0.42
C 0.6055 2.2944 0.4368 -1.007 1.468 -0.060 -0.27
C 4.1992 0.8657 -0.2282 0.552 0.704 -0.008 -0.67
C -2.4933 -2.7336 -0.4000 -1.865 -0.190 0.202 -0.45
C 0.3409 0.3094 -0.7786 1.299 -0.062 -3.133 -0.15
H 2.1390 -0.9176 -1.0168 0.820 -2.152 -1.088 0.21
H 0.4145 0.9770 -1.8390 -1.172 -1.685 2.187 0.21
H -2.1507 -2.7136 -1.4515 -0.072 0.263 0.630 0.23
H -4.7833 -1.2498 0.7443 2.057 0.666 0.655 0.24
H -0.2067 -1.8887 -1.0230 -1.301 1.286 0.474 0.27
H 2.5957 2.1301 1.4129 0.363 0.261 2.372 0.23
H 2.5691 3.0900 -0.0894 -0.816 -1.937 1.375 0.23
H 0.2614 2.7692 1.3705 0.109 0.000 -0.495 0.24
H -3.4976 -3.2112 -0.4255 0.580 0.443 0.039 0.25
H 4.5290 0.0960 -0.8404 0.826 -1.319 -1.353 0.23
H -1.8791 -3.4305 0.2150 0.053 0.989 -0.164 0.23
H -3.6576 -0.0930 1.7108 0.200 -0.148 -1.148 0.27
H -3.6105 -1.7409 1.9936 0.214 -0.854 0.389 0.22
H 4.7521 0.7692 0.6645 -0.220 -0.896 1.978 0.25
H 0.3619 2.9543 -0.4595 0.028 -0.732 0.980 0.20
H 4.7251 1.7881 -0.4609 -0.709 0.523 -1.134 0.24

---

103
Properties=species:S:1:pos:R:3:forces:R:3:mulliken_charge:R:1 method="wB97M-V/def2-TZVPD" multiplicity=1 energy_ev=-69517.6022 homo_lumo_gap_ev=6.24 e_homo_ev=-9.31 charge=+1
Na 1.9746 0.8682 1.0315 0.273 0.380 -0.918 0.78
F -2.5650 -3.6332 -2.0157 -0.015 -0.005 -0.044 -0.38
O 0.4575 -0.5658 0.4207 -0.301 -0.414 0.141 -0.63
O 0.9624 1.2298 2.8116 -0.117 -0.120 0.430 -0.60
O 1.6744 -0.2801 4.3317 -0.166 0.017 -0.080 -0.80
O 4.3604 -0.4613 0.7395 -0.005 0.042 -0.020 -0.66
N -4.1190 -4.9826 -0.0992 -0.026 -0.063 0.140 0.36
N 6.2054 2.4873 0.9127 -0.140 -0.052 -0.058 0.03
N 4.0422 1.8047 0.9675 0.638 0.028 -0.092 -0.19
N -1.5612 -2.6597 3.3012 -0.052 0.052 -0.050 0.25
N 0.5253 3.1933 -0.1263 -0.175 0.260 0.010 0.52
N 4.4759 4.0890 1.0302 0.008 0.001 -0.008 -0.34
N 1.2699 1.4290 -2.0569 0.130 0.056 -0.428 1.04
N -5.8355 -6.9864 -1.0851 0.098 0.069 0.005 -0.17
C -2.2870 -3.3242 4.3827 0.120 -0.079 -0.059 -1.05
C 0.0837 3.3419 -1.3054 0.318 -0.171 -0.005 0.92
C -1.0323 5.3495 3.1089 -0.016 -0.010 0.023 -0.94
C -0.0622 5.9154 2.2983 0.013 0.012 -0.030 -1.04
C 4.0727 1.6975 -2.5026 0.030 0.078 0.092 -1.12
C 0.0647 -0.9494 2.7445 -0.103 -0.136 0.007 -0.07
C 0.4344 5.2280 1.1969 -0.072 0.062 0.058 1.71
C 3.2556 0.6857 -3.2506 -0.008 -0.097 -0.063 1.07
C -1.1665 -2.1628 0.9937 0.059 -0.059 -0.042 0.45
C -3.6794 -6.3638 -0.0921 0.100 -0.051 -0.084 -0.48
C 1.0135 0.0973 3.3603 -0.020 0.027 0.331 0.03
C -3.6158 -2.6572 4.6940 -0.079 0.018 0.031 -1.02
C 0.7677 2.5427 -2.3955 -0.162 -0.020 0.280 0.79
C -6.2367 -5.5283 -1.1141 -0.025 -0.224 0.008 -0.94
C 1.8736 0.6144 -3.0568 -0.008 0.141 0.286 -0.66
C -1.0427 3.3614 1.7313 0.013 0.031 0.067 1.42
C 3.8384 -0.1809 -4.1663 -0.012 0.021 0.021 -0.98
C -0.0567 3.9467 0.9371 0.076 -0.198 -0.109 -0.48
C -3.1170 -4.0237 0.2517 0.026 0.038 -0.046 -1.39
C -0.1414 -1.1489 1.3327 -0.047 0.062 -0.041 1.05
C -2.8648 -3.7876 1.5861 -0.024 0.074 -0.003 -0.77
C -1.5936 1.9983 1.4210 -0.040 -0.103 -0.056 -1.24
C 7.2926 3.3710 0.5646 0.078 0.034 0.074 -1.02
C 1.7012 -1.1366 -4.6763 -0.056 0.020 0.031 -0.91
C -2.3607 -3.3406 -0.7057 0.021 -0.061 0.010 0.15
C 0.7628 3.1383 -3.7765 0.024 -0.002 -0.022 -2.01
C -1.8690 -2.8757 1.9770 0.001 -0.019 0.062 0.59
C 1.4299 5.8788 0.2760 0.077 0.043 -0.084 -1.84
C -1.4160 -2.4224 -0.3553 -0.007 0.009 0.035 -0.76
C -1.5208 4.0869 2.8162 0.027 -0.002 0.010 -0.99
C 4.8067 0.6610 0.8175 -0.264 -0.008 0.037 0.24
C -4.9745 -4.6992 -1.2321 -0.037 0.088 -0.046 -0.52
C -1.0473 4.2387 -1.7240 -0.050 0.036 0.019 -2.05
C 4.8931 2.8133 0.9721 -0.010 0.116 0.211 0.40
C 1.0806 -0.2817 -3.7703 0.047 -0.070 -0.104 1.39
C 6.2804 1.0452 0.7585 0.064 0.050 0.053 -0.49
C -0.4118 -0.2889 -3.5966 -0.107 -0.041 0.068 -1.72
C -0.6223 -1.7226 3.6175 0.048 -0.011 0.101 -0.14
C 3.0708 -1.0946 -4.8734 0.035 -0.013 -0.020 -0.93
C -4.8786 -7.2784 0.0475 -0.192 0.005 -0.109 -0.74
H -1.5600 4.6517 -0.8584 -0.002 -0.008 -0.004 0.47
H -1.7626 3.6876 -2.3379 -0.009 -0.020 0.026 0.44
H -6.9095 -5.3999 -1.9597 0.015 0.068 -0.002 0.43
H -4.1315 -3.1880 5.4951 0.023 -0.003 -0.003 0.39
H -2.5765 2.0740 0.9450 -0.014 0.047 -0.022 0.51
H 3.5405 -1.7697 -5.5769 -0.004 0.010 0.005 0.42
H -0.8263 -1.9054 -1.0995 0.012 0.037 -0.028 0.82
H -2.4112 -4.3768 4.1217 -0.035 0.021 0.004 0.42
H -3.0096 -6.5388 0.7477 -0.019 0.028 0.027 0.47
H -0.8891 0.4721 -4.2216 0.024 0.002 -0.002 0.33
H 3.8397 1.6895 -1.4367 -0.042 -0.027 -0.074 -0.16
H 0.9364 6.3345 -0.5881 -0.035 0.001 0.033 0.31
H -3.1205 -6.6248 -1.0086 -0.006 -0.001 0.015 0.25
H -1.7053 1.4188 2.3381 0.005 0.053 -0.013 0.39
H 1.1603 4.1551 -3.7449 0.015 -0.003 -0.004 0.40
H -0.6789 5.0643 -2.3369 0.020 -0.003 0.007 0.39
H -4.6221 -8.3343 -0.0094 0.062 0.013 0.022 0.40
H -3.4763 -4.2985 2.3164 0.013 -0.012 -0.017 0.49
H 0.3139 6.9091 2.5146 0.001 -0.011 -0.001 0.44
H 5.1168 4.8176 1.2872 0.003 0.012 -0.013 0.20
H 4.9104 -0.1356 -4.3212 -0.014 -0.017 -0.009 0.40
H 1.3536 2.5445 -4.4708 -0.007 0.005 0.022 0.46
H 1.0920 -1.8400 -5.2331 0.022 -0.003 0.000 0.44
H -5.4319 -7.0735 0.9620 0.060 -0.016 0.045 0.35
H 5.1383 1.5053 -2.6331 -0.003 -0.004 -0.022 0.41
H -5.3742 -7.2125 -1.9686 0.019 -0.010 -0.041 0.40
H -1.4035 5.8915 3.9689 -0.005 -0.006 -0.005 0.43
H -5.2495 -3.6455 -1.2380 0.010 0.005 0.027 0.49
H -4.2696 -2.6397 3.8208 0.012 -0.001 0.000 0.30
H 6.8310 0.5741 1.5739 0.023 -0.015 -0.029 0.34
H -0.9363 1.4375 0.7573 -0.048 0.067 0.057 -0.34
H -2.2767 3.6397 3.4518 0.007 0.003 -0.009 0.44
H -6.6571 -7.5852 -1.0224 -0.055 -0.008 0.044 0.35
H 3.8711 2.7144 -2.8534 0.000 -0.014 -0.035 0.36
H 2.1471 5.1665 -0.1338 0.016 -0.022 0.033 0.22
H -0.4159 -1.6126 4.6757 0.016 0.008 -0.010 0.50
H -0.2573 3.2127 -4.1574 -0.005 -0.014 -0.017 0.41
H 6.7227 0.7486 -0.1951 -0.020 0.010 -0.010 0.32
H -4.4925 -4.9090 -2.1989 -0.008 -0.009 0.007 0.41
H -0.6949 -0.0744 -2.5647 0.039 -0.031 0.019 0.12
H -3.4616 -1.6269 5.0150 0.022 -0.009 -0.006 0.33
H -1.6300 -3.3094 5.2504 -0.038 0.043 0.034 0.49
H 3.5085 4.2250 1.2782 -0.012 -0.040 0.003 0.11
H 7.3968 3.4932 -0.5172 -0.006 -0.005 0.005 0.31
H 1.9711 6.6754 0.7884 -0.007 -0.016 0.000 0.46
H 7.1605 4.3516 1.0192 -0.034 -0.001 -0.014 0.34
H -6.7630 -5.3434 -0.1797 0.000 0.073 -0.011 0.35
H -0.8304 -1.2542 -3.8845 0.004 0.007 -0.014 0.52
H 8.2198 2.9669 0.9675 -0.001 -0.027 -0.037 0.35

---

50
Properties=species:S:1:pos:R:3:forces:R:3:nbo_charge:R:1 method="wB97M-V/def2-TZVPD" multiplicity=1 smiles=COc1ccc(NCCC2CCN(Cc3ccccc3)CC2)nn1 energy_ev=-28128.4895 homo_lumo_gap_ev=8.83 e_homo_ev=-8.15 charge=0
O 2.4998 -5.0129 4.2062 -0.653 -1.229 1.139 -0.50
N 0.6321 -0.0293 3.3319 -1.002 0.802 0.100 -0.60
N 0.9194 -3.3389 4.5710 1.231 -0.104 -0.731 -0.25
N -0.1422 1.0032 -1.7811 2.881 -0.869 -3.038 -0.46
N 0.4968 -2.1211 4.3620 -0.037 1.376 -1.631 -0.23
C 1.9280 -5.7112 5.3602 0.706 -1.426 0.214 -0.27
C -1.4958 2.1993 -4.2107 1.434 -1.989 1.596 -0.19
C 0.1088 0.4886 2.0854 -2.541 -3.823 -0.109 -0.23
C -2.4119 0.0387 -4.5046 -0.003 0.669 -0.609 -0.21
C -3.3451 1.9471 -5.5984 -5.208 1.450 -4.320 -0.21
C 1.4610 2.1356 -0.3880 -0.471 1.015 0.539 -0.40
C -1.2460 1.0157 -0.9057 -0.455 0.985 -0.349 -0.23
C -1.0711 2.2475 -0.0802 0.193 1.303 -0.361 -0.39
C 1.2375 0.8817 -1.1927 -0.643 0.838 -0.094 -0.22
C -3.3187 0.6538 -5.4349 -0.188 -5.658 1.217 -0.20
C 1.0028 -1.3085 3.3341 1.817 -4.647 2.371 0.29
C 0.2898 2.4700 0.5612 0.857 -1.076 1.160 -0.21
C -1.4492 0.7852 -3.8365 -0.767 1.129 -1.834 -0.03
C 2.0640 -1.8349 2.5932 1.419 -0.967 -1.498 -0.22
C -0.2909 0.1966 -3.0322 -0.393 -0.010 1.840 -0.23
C -2.4446 2.7038 -5.0439 2.379 4.636 2.479 -0.23
C 0.4775 1.8164 1.9633 1.267 5.383 0.014 -0.40
C 1.9584 -3.8309 3.8493 -0.810 -0.066 1.785 0.43
C 2.5928 -3.1406 2.8634 -3.308 3.920 0.099 -0.24
H -4.1861 2.3890 -6.2718 1.669 -0.663 1.222 0.21
H -1.3579 0.1538 -0.2869 0.001 -1.162 0.620 0.16
H -2.5623 3.8098 -5.0793 0.482 -0.834 -0.342 0.21
H 0.3923 3.5288 0.6109 -0.078 0.925 0.911 0.21
H -2.3970 -1.0225 -4.3612 -0.291 -0.498 -0.035 0.21
H 2.0581 0.9448 -1.9323 -0.888 -0.712 -0.259 0.21
H -0.0314 0.0886 4.0873 -0.078 0.220 0.085 0.39
H 1.4039 2.9404 -1.1235 0.316 0.055 -0.200 0.20
H -1.8773 2.2297 0.6242 -0.433 0.628 0.793 0.20
H -0.7545 2.8725 -3.8129 0.127 0.048 0.313 0.21
H 1.3479 -0.0038 -0.5776 0.115 -0.581 0.002 0.16
H 2.6223 -6.5600 5.6592 -0.331 1.166 -0.881 0.19
H 0.5545 0.3289 -3.6967 0.575 0.166 0.280 0.21
H 2.4373 2.2789 0.1456 -0.744 -0.624 -0.459 0.21
H 1.5373 1.9012 2.3266 -0.750 0.221 -0.576 0.21
H -1.1216 3.1498 -0.7417 -0.748 -0.854 0.234 0.21
H 0.9801 -6.2653 5.1197 0.567 1.194 0.158 0.19
H -0.1331 2.2973 2.7543 0.416 0.740 -0.453 0.20
H -0.2420 -0.9107 -2.6935 -0.958 1.233 -1.175 0.18
H 3.3435 -3.5034 2.2816 2.101 -1.104 -1.262 0.22
H 1.8915 -5.0874 6.2713 -0.479 0.022 -0.780 0.20
H 0.3432 -0.0562 1.1931 0.913 -1.028 -0.025 0.20
H -2.2104 1.1339 -1.4461 0.709 -0.213 -0.040 0.22
H 2.5629 -1.2635 1.7411 -0.842 -0.585 1.352 0.22
H -4.0588 0.0130 -5.9634 0.672 0.405 0.540 0.21
H -0.9953 0.3573 2.0995 0.251 0.194 0.000 0.18